[1]
105
Properties=species:S:1:pos:R:3:forces:R:3 method="wB97M-V/def2-TZVPD" e_above_lowest_kcal_mol=23.99 energy_ev=-213536.8922 total_charge=-2
Tl -0.44629 -0.11474 0.07941 0.09 -0.10 0.33
C -4.26118 -3.64079 -3.04524 0.08 -0.08 -0.04
Se -2.90329 -2.35680 -2.50784 0.00 0.35 -0.01
C -1.82909 -3.59946 -1.46038 0.00 -0.10 -0.11
C -0.58025 -4.13881 -2.16349 -0.11 -0.01 0.03
Se 1.06309 -3.24678 -1.66504 0.37 0.18 0.10
C 0.98582 -1.76639 -2.92049 0.08 -0.15 0.00
H -4.79175 -3.99222 -2.16324 -0.06 -0.06 -0.02
H -3.80019 -4.47661 -3.56913 -0.07 -0.03 -0.02
H -4.95682 -3.13393 -3.71247 0.01 -0.01 0.01
H -2.50497 -4.40928 -1.18576 -0.03 -0.04 0.05
H -1.56640 -3.05952 -0.55629 0.08 -0.01 0.11
H -0.65391 -4.07426 -3.24823 -0.15 -0.10 -0.03
H -0.40930 -5.18076 -1.89262 -0.08 -0.07 0.00
H 1.18254 -2.12084 -3.93004 -0.04 -0.02 -0.04
H 1.74869 -1.05733 -2.60451 -0.06 -0.16 -0.03
H 0.01708 -1.27749 -2.85892 -0.02 0.04 0.01
C 5.50793 -5.26024 4.03263 0.03 0.06 0.00
C 4.50851 -4.17285 3.76309 -0.07 0.18 0.14
C 3.65205 -4.20402 2.63925 0.03 0.04 0.07
C 2.75162 -3.20436 2.36260 0.11 0.23 0.30
C 2.66538 -2.06659 3.26127 0.34 -0.41 -0.22
C 3.52764 -2.01832 4.40641 -0.16 -0.23 -0.13
C 4.40894 -3.03792 4.63753 0.00 -0.21 -0.20
S 1.65781 -0.78819 2.89730 -0.09 0.37 -0.02
O 1.72237 0.21057 3.95881 0.04 0.01 0.09
O 0.23266 -1.43064 2.86341 -0.05 0.05 0.36
N 1.75090 -0.21950 1.44946 0.19 -0.06 -0.42
C 2.92576 0.42407 0.99375 -0.29 -0.02 0.15
C 4.07725 0.59147 1.77374 -0.05 0.08 -0.01
C 5.19811 1.23225 1.25491 -0.05 0.02 -0.07
C 5.19266 1.73432 -0.03736 -0.04 -0.02 0.00
C 4.05398 1.60386 -0.85230 -0.10 0.05 -0.18
C 3.98925 2.10408 -2.19852 -0.12 -0.10 0.15
C 2.79750 1.92583 -2.93131 0.19 0.03 0.15
C 1.74030 1.26337 -2.35039 -0.03 0.19 0.21
N 1.76256 0.75808 -1.09032 0.03 0.04 0.06
C 2.90204 0.93842 -0.33289 -0.10 -0.07 -0.13
H 5.29543 -6.14509 3.42327 0.01 0.04 0.03
H 5.49765 -5.57509 5.08719 0.00 0.01 -0.08
H 6.54746 -4.96024 3.81033 -0.10 -0.02 0.02
H 3.70987 -5.05563 1.96155 -0.01 0.05 0.04
H 2.10960 -3.25259 1.48977 0.05 0.03 0.04
H 3.45473 -1.17391 5.08145 0.01 -0.04 -0.05
H 5.05301 -2.98885 5.51368 -0.02 0.00 -0.03
H 4.08981 0.22165 2.79170 0.06 0.01 -0.07
H 6.08339 1.33607 1.87380 0.00 0.00 0.01
H 6.07050 2.22789 -0.44390 0.01 0.01 0.01
H 4.85365 2.59726 -2.62850 0.00 0.01 0.01
H 2.70583 2.29000 -3.94998 0.00 -0.01 0.01
H 0.81860 1.09628 -2.91146 0.08 0.06 0.08
C 1.53931 4.22508 3.67103 0.03 -0.10 -0.12
N 0.97058 3.79192 2.40822 -0.10 0.08 0.14
C 0.96714 4.47478 1.21136 0.11 -0.10 0.05
C 0.40536 3.62408 0.30598 -0.07 -0.22 -0.01
N 0.04462 2.44761 0.92773 -0.13 0.42 -0.06
C 0.39701 2.58524 2.18365 0.18 0.01 -0.15
H 1.89674 5.24637 3.56450 0.01 0.03 -0.01
H 2.37209 3.58099 3.95179 0.00 -0.02 -0.03
H 0.79015 4.19217 4.46081 -0.04 0.00 0.00
H 1.39794 5.45820 1.11230 0.00 -0.07 0.01
H 0.29585 3.75246 -0.76165 0.00 -0.01 0.08
H 0.33260 1.82225 2.94489 0.00 0.07 -0.04
C -6.53984 1.75275 2.39760 0.07 -0.03 0.02
C -5.47578 1.87902 1.33873 -0.12 0.10 0.15
C -4.36751 2.69164 1.53114 0.29 0.15 -0.11
C -3.37591 2.79601 0.56008 -0.07 0.21 0.41
C -3.51158 2.09286 -0.62030 0.20 -0.07 -0.11
C -4.59212 1.26342 -0.82660 -0.40 -0.27 0.01
C -5.57424 1.16649 0.15471 0.08 -0.15 -0.35
S -2.23449 2.13491 -1.88150 0.17 -0.62 0.01
C -2.51035 3.82048 -2.37322 -0.18 0.46 -0.03
O -2.74363 1.32092 -3.02319 0.00 0.08 0.05
H -6.32117 2.39079 3.25436 0.01 -0.01 -0.01
H -6.61146 0.72395 2.75608 0.02 0.00 0.00
H -7.51770 2.03535 2.00502 -0.04 0.01 -0.01
H -4.25809 3.22978 2.46612 0.02 0.01 -0.02
H -2.49568 3.40544 0.73695 -0.01 -0.07 0.04
H -4.63962 0.68973 -1.74620 0.00 0.02 0.07
H -6.42046 0.50435 0.00276 0.02 0.00 -0.03
H -3.54875 3.89453 -2.70249 0.09 0.13 -0.05
H -1.81506 4.00791 -3.19128 -0.05 0.09 0.02
H -2.30859 4.48760 -1.53101 0.00 -0.03 -0.12
C -2.40285 -2.44906 2.28685 -0.02 -0.08 0.00
C -2.13430 -1.27999 3.24242 0.02 -0.12 0.03
C -3.30422 -0.30704 3.15001 -0.15 0.03 -0.03
C -0.92472 -0.47511 2.76022 0.03 -0.07 -0.44
C -1.92734 -1.78960 4.67554 -0.01 0.13 -0.12
C -1.12121 -2.90259 4.93459 0.07 -0.07 0.07
C -0.82931 -3.30221 6.23286 -0.05 0.06 -0.07
C -1.35351 -2.61267 7.31912 -0.01 -0.01 -0.05
C -2.16894 -1.51502 7.08433 -0.01 0.02 -0.13
C -2.44399 -1.11022 5.78109 -0.02 -0.04 0.14
H -2.70151 -2.05495 1.31064 0.03 -0.02 0.04
H -3.19990 -3.10040 2.66489 0.00 0.02 -0.02
H -1.50334 -3.05156 2.14379 -0.05 0.02 -0.01
H -3.44591 -0.03358 2.10297 -0.02 -0.01 0.03
H -3.10914 0.61898 3.70202 -0.01 -0.06 -0.05
H -4.22879 -0.75623 3.53306 0.00 0.04 0.00
H -0.74680 0.27854 3.53405 0.08 0.04 0.14
H -0.67737 -3.44881 4.11344 -0.01 0.04 0.00
H -0.16826 -4.14663 6.38942 -0.01 0.00 0.00
H -1.12184 -2.92092 8.33212 0.00 0.00 0.00
H -2.58785 -0.96036 7.91758 0.00 0.00 -0.01
H -3.07089 -0.23936 5.63182 0.03 -0.03 0.01

[2]
121
Properties=species:S:1:pos:R:3:forces:R:3 method="wB97M-V/def2-TZVPD" e_above_lowest_kcal_mol=89.95 energy_ev=-302405.7805 total_charge=-2
Cs -3.26454 -0.46145 -0.96650 0.65 0.47 -0.20
C 2.23382 -0.07795 -4.18472 0.15 0.10 -0.11
C 2.47077 -1.55627 -3.86835 0.37 0.27 0.41
C 3.77861 -1.94181 -4.58981 -1.99 -0.89 -0.49
P 2.29813 -1.76175 -1.99152 -1.37 0.49 -0.74
C 1.27037 -3.32810 -1.62483 0.25 1.02 0.58
C 1.26062 -3.51803 -0.03622 0.23 -0.12 -1.79
C 1.86151 -4.51823 -2.35561 -0.74 -0.03 -0.04
C 3.95408 -2.14046 -1.44062 1.04 0.32 2.25
C 4.92533 -3.14452 -1.67442 -1.29 0.56 -0.01
C 5.98082 -3.38458 -0.80472 -0.39 1.52 1.55
C 6.12550 -2.55738 0.38834 -0.21 -0.22 -0.97
C 5.28892 -1.44386 0.57639 0.54 -0.59 -0.89
C 4.17127 -1.22513 -0.30513 0.48 0.36 0.19
N 3.33028 -0.17929 -0.21889 1.30 -0.25 -0.32
C 2.99901 0.74172 0.71162 -0.48 0.38 -2.57
C 3.19256 0.79104 2.07423 0.68 -0.90 0.86
C 2.33586 1.52081 2.84685 -0.66 2.02 -0.21
C 1.34803 2.36769 2.29662 -0.93 -0.99 1.07
C 1.15492 2.32502 0.92413 0.61 0.14 -0.20
C 2.12572 1.75569 0.10973 0.80 -0.66 1.05
P 2.53591 2.23843 -1.57125 -0.85 -0.34 -1.52
C 4.20938 3.14464 -1.48734 -0.46 1.05 0.59
C 4.60128 4.08175 -2.64248 -0.51 0.44 -0.75
C 4.44314 3.96995 -0.18321 0.06 -0.70 0.05
C 1.19656 3.54742 -1.85581 -0.17 -0.77 0.72
C 1.14921 4.68587 -0.82269 -0.65 0.41 -0.08
C 1.24444 4.03596 -3.28141 -0.51 0.60 -0.33
H 2.27600 -0.00106 -5.26796 -0.07 0.28 -0.49
H 3.04163 0.57876 -3.77825 -0.86 -0.56 -0.09
H 1.24849 0.28123 -3.85311 0.41 0.03 0.17
H 1.65608 -2.13704 -4.26330 -0.58 -0.34 -0.50
H 4.56787 -1.33267 -4.18603 0.66 -0.18 -0.08
H 3.60282 -1.80597 -5.68403 0.46 0.38 0.59
H 3.87306 -3.02483 -4.49587 0.82 0.07 0.29
H 0.20747 -3.07139 -1.93938 1.20 -0.32 0.08
H 1.13068 -2.59373 0.50500 -0.18 0.44 -0.03
H 2.24260 -3.90009 0.22566 0.11 -0.21 0.23
H 0.47578 -4.20828 0.27677 0.07 -0.11 -0.04
H 2.73837 -4.86224 -1.80505 0.06 -0.03 -0.21
H 2.13906 -4.24518 -3.40088 -0.26 -0.45 0.66
H 1.09578 -5.29561 -2.32865 0.22 -0.55 -0.39
H 4.75272 -3.76137 -2.55784 0.38 -0.05 0.20
H 6.72859 -4.10491 -1.04518 0.33 -0.56 0.06
H 6.92290 -2.83772 1.12331 -0.60 0.58 -0.85
H 5.53405 -0.58050 1.20540 -0.06 -0.82 0.39
H 3.98574 0.20465 2.53454 -0.40 -0.21 0.00
H 2.40362 1.50436 3.90557 0.21 -0.01 0.83
H 0.65009 2.91551 2.96984 0.49 -0.75 -0.59
H 0.23806 2.61475 0.43470 -0.01 1.02 0.22
H 4.89435 2.30523 -1.59514 0.07 -0.22 0.63
H 4.15828 5.08089 -2.47524 0.17 -0.34 -0.15
H 4.33867 3.79183 -3.67826 -0.21 -0.28 0.55
H 5.68848 4.21551 -2.68607 -0.02 0.01 0.32
H 5.51239 3.96026 0.02707 0.15 0.02 0.29
H 3.89464 3.51923 0.67148 0.42 0.36 -0.39
H 4.17087 5.03722 -0.29700 -0.14 -0.60 -0.04
H 0.26370 2.93785 -1.75765 0.61 0.25 0.02
H 1.25512 5.65942 -1.31492 -0.02 0.02 -0.11
H 1.98464 4.59866 -0.13179 -0.42 0.07 0.29
H 0.16821 4.70578 -0.28268 1.00 0.05 -0.22
H 2.05333 4.76079 -3.38673 0.03 -0.09 -0.26
H 0.30293 4.55560 -3.56134 0.38 -0.15 0.14
H 1.38362 3.20626 -3.97275 0.14 0.00 -0.13
Br -3.22125 0.18534 -6.95531 0.51 -0.22 0.66
C -1.82227 0.13629 -5.56640 0.67 0.48 -0.29
Br -1.80958 -1.45052 -4.39697 -0.04 0.90 -0.80
H -1.93807 1.05374 -4.97745 -0.24 -0.60 0.07
H -0.84559 0.23771 -6.08897 -0.78 -0.57 0.41
B -0.39364 1.86646 5.45986 1.54 -0.16 0.82
N -1.20788 3.16438 5.42877 -0.22 2.74 0.04
C -2.35037 3.65569 4.80955 1.67 -1.45 0.46
C -2.36824 5.00841 4.97680 0.51 0.64 1.26
C -1.27098 5.30975 5.86801 -1.10 -0.60 -1.53
N -0.52459 4.21671 6.06005 -1.72 -0.15 -0.17
N -1.04245 0.68268 4.69138 -0.49 -1.44 -0.78
C -0.98470 -0.59444 5.17150 0.15 -0.27 -0.62
C -1.89542 -1.38590 4.49368 -0.59 -0.56 0.45
C -2.49269 -0.50091 3.58364 0.11 0.34 -0.68
N -1.93176 0.71731 3.61347 -0.05 -0.14 1.99
H -0.21649 1.55930 6.63489 -0.72 -0.41 -0.02
H 0.81117 2.11525 5.24693 -0.80 -0.06 -0.83
H -3.05938 2.96482 4.35366 0.54 0.30 -0.14
H -3.02444 5.71679 4.51646 -0.48 0.16 0.11
H -1.19410 6.31656 6.31919 0.84 -0.92 -0.21
H -0.19929 -1.01875 5.80761 -0.50 0.95 0.20
H -2.17157 -2.44246 4.72235 0.48 1.13 -0.42
H -3.30236 -0.70118 2.86877 0.53 0.05 0.22
O 9.55737 -4.29907 0.26833 0.62 -1.61 0.12
H 10.03475 -4.37012 1.12246 -0.48 0.05 -0.78
H 9.60221 -5.22073 -0.11449 -0.12 1.56 0.67
Se -5.44905 1.61894 2.34643 1.34 1.20 -0.82
N -6.87989 2.37531 1.71482 -1.30 0.82 -0.06
C -6.73284 2.76587 0.45189 2.33 -2.16 0.70
C -7.78435 3.11905 -0.42837 -0.30 -0.26 -0.15
C -7.53477 2.78760 -1.73394 -0.91 1.51 -0.39
C -6.25408 2.37792 -2.15634 1.89 -0.77 0.35
N -5.17034 2.11539 -1.41835 -1.25 1.41 -0.11
C -5.36841 2.33759 -0.07368 -0.93 0.07 1.02
N -4.46374 1.97687 0.86567 -1.78 -0.98 -0.91
H -8.73544 3.52139 -0.02057 0.71 -0.50 -0.48
H -8.24559 2.98517 -2.56496 0.33 -0.21 0.91
H -6.11152 2.25824 -3.22364 0.00 -0.24 -0.06
O -5.71147 -6.87929 3.45071 -1.06 0.61 -1.18
N -6.30730 -6.33484 2.51511 -1.79 -0.68 -0.87
O -7.51178 -6.51176 2.17675 1.71 -0.62 1.52
C -5.66571 -5.38509 1.67560 1.60 0.16 0.82
C -4.36425 -4.97662 2.06297 1.33 0.12 -0.19
C -3.83344 -3.82894 1.51797 -1.65 -0.70 -0.41
C -4.71454 -2.92643 0.83349 -0.18 3.18 1.62
O -4.62884 -1.67258 1.01740 -0.12 -2.06 -0.59
C -5.82562 -3.55062 0.21422 -0.81 -0.65 -1.20
C -6.32359 -4.76452 0.61383 -1.16 0.26 0.55
N -6.43973 -2.93691 -0.95303 1.39 -0.13 -0.22
O -6.02774 -1.82673 -1.28611 -0.81 -0.33 -0.14
O -7.16392 -3.64037 -1.63293 -0.53 0.49 0.02
N -2.50612 -3.42598 1.66007 4.37 1.38 -0.51
O -2.00093 -2.59816 0.81197 -1.80 -2.12 1.91
O -1.79490 -3.93564 2.52887 -1.24 0.36 -0.87
H -3.66243 -5.52695 2.72911 -1.10 0.19 -0.39
H -7.32825 -5.07937 0.23062 1.37 0.07 0.44